# 1
C5H8S in the gas phase. Source: the OMol25 dataset; level of theory: ωB97M-V/def2-TZVPD.

```
14
Properties=species:S:1:pos:R:3:lowdin_charge:R:1
C -1.306 2.772 -0.023 0.1297
C -0.258 1.941 0.025 -0.1250
C 0.338 0.608 -0.040 -0.9080
C -0.869 -0.383 0.551 -0.0979
S 1.036 0.000 -1.316 0.8917
C 1.333 -1.622 -0.612 -0.3905
H -2.086 3.527 0.177 0.0275
H 0.856 0.508 0.851 0.0593
H -1.096 0.058 1.580 0.0968
H -0.596 -1.480 0.603 0.0455
H -1.688 -0.329 -0.286 0.1097
H 1.804 -1.379 0.468 0.1081
H 2.029 -1.948 -1.464 0.0511
H 0.502 -2.272 -0.513 0.0020
```

As for the electronic energy: -16144.6207 eV. The calculation puts the molar mass at 100.186 g mol⁻¹. Its structure (SMILES) is C#C[C@@H](C)SC. As for the LUMO energy: 0.876 eV. Its multiplicity is 1. The value obtained for the HOMO-LUMO gap is 9.3 eV.

# 2
2 unconnected molecules or ions with the total composition C5H8S. Source: the OMol25 dataset; level of theory: ωB97M-V/def2-TZVPD.

```
14
Properties=species:S:1:pos:R:3:mulliken_spin:R:1
C -0.901 2.708 -0.964 0.0034
C 0.049 3.340 -0.619 -0.0050
C -0.042 -1.024 0.767 0.6537
C 0.957 -0.180 -0.001 -0.0079
C -0.395 -2.367 0.329 -0.0191
S -0.806 -0.285 2.067 1.1885
H -1.723 2.107 -1.225 0.0041
H 0.845 3.948 -0.318 -0.0005
H 1.507 -0.928 -0.491 0.0167
H 1.526 0.569 0.542 0.0133
H 0.447 0.352 -0.793 0.0536
H 0.100 -2.639 -0.602 0.0088
H -1.564 -2.529 0.354 0.0404
H 0.000 -3.071 0.954 0.0498
```

As for the electronic energy: -16144.5145 eV. The calculation puts the molar mass at 100.186 g mol⁻¹. As for the LUMO energy (alpha / beta): 0.954 / -1.972 eV. Its multiplicity is 3. The value obtained for the HOMO-LUMO gap (alpha / beta) is 7.3 / 7.8 eV.

# 3
A molecular structure, C5H8S2. Source: the OMol25 dataset; level of theory: ωB97M-V/def2-TZVPD.

```
15
Properties=species:S:1:pos:R:3:lowdin_charge:R:1
C -1.009 0.420 -0.392 -0.6536
C 0.066 0.563 0.696 -0.3980
C 0.501 -0.814 1.125 -0.4109
C 0.154 -0.100 -1.204 -0.5703
C 1.002 0.930 -0.410 -0.1719
H -1.851 -1.777 0.051 -0.1403
H -1.298 1.369 -0.855 0.1094
H -0.068 1.275 1.491 0.1391
H -0.237 -1.334 1.787 0.0841
H 1.502 -0.866 1.627 0.0923
H 0.135 -0.153 -2.272 0.0993
H 0.882 1.955 -0.816 0.1250
H 2.083 0.771 -0.207 0.1235
S -2.519 -0.570 -0.121 0.7117
S 0.657 -1.668 -0.500 0.8605
```

As for the electronic energy: -26984.1921 eV. The calculation puts the molar mass at 132.253 g mol⁻¹. As for the LUMO energy: 0.791 eV. Its multiplicity is 1. The value obtained for the HOMO-LUMO gap is 9.4 eV.

# 4
C5H8S2 in the gas phase. Source: the OMol25 dataset; level of theory: ωB97M-V/def2-TZVPD.

```
15
Properties=species:S:1:pos:R:3:lowdin_charge:R:1
C -0.244 1.318 0.998 -0.5506
C -1.088 1.352 -0.183 -0.5914
S -0.280 0.700 -1.684 0.9043
C 0.660 -0.599 -0.999 -0.6100
C 0.340 -1.935 -0.511 -0.2238
C 0.872 -1.102 0.411 -0.6663
S 0.014 -0.373 1.795 0.8676
H -0.465 2.130 1.775 0.0945
H 0.869 1.715 0.646 0.1357
H -2.179 1.027 -0.002 0.1089
H -1.165 2.393 -0.581 0.0669
H 1.550 -0.483 -1.507 0.0573
H -0.680 -2.339 -0.304 0.1364
H 1.159 -2.731 -0.839 0.1629
H 1.920 -1.153 0.748 0.1076
```

As for the electronic energy: -26982.5566 eV. The calculation puts the molar mass at 132.253 g mol⁻¹. Its structure (SMILES) is C1CS[C@@H]2C[C@@H]2S1. As for the LUMO energy: 0.782 eV. Its multiplicity is 1. The value obtained for the HOMO-LUMO gap is 9.2 eV.

# 5
C5H8S3 in the gas phase. Source: the OMol25 dataset; level of theory: ωB97M-V/def2-TZVPD.

```
16
Properties=species:S:1:pos:R:3:lowdin_charge:R:1
C 0.275 -1.077 -1.197 -0.1249
C 0.467 -0.227 -0.077 -0.8645
C -0.570 -0.006 0.924 -0.2936
C -1.721 0.548 0.105 -1.1613
S -3.274 -0.093 -0.128 0.6138
S -1.332 2.178 -0.330 0.7497
C 1.758 -0.335 0.605 -0.3320
S 1.640 1.280 -0.353 0.7687
H 0.006 -2.161 -0.827 0.1317
H -0.735 -0.603 -1.725 0.1155
H 0.968 -1.099 -2.228 0.1546
H -1.030 -0.880 1.250 0.0980
H -0.198 0.688 1.650 0.1095
H -0.285 2.715 0.378 -0.1188
H 2.489 -1.154 0.440 0.1122
H 1.541 0.227 1.512 0.0414
```

As for the electronic energy: -37816.6796 eV. The calculation puts the molar mass at 164.320 g mol⁻¹. Its structure (SMILES) is C[C@@]1(CC(=S)S)CS1. As for the LUMO energy: -0.632 eV. Its multiplicity is 1. The value obtained for the HOMO-LUMO gap is 8.2 eV.

# 6
A molecular structure, C5H9AlO3. Source: the OMol25 dataset; level of theory: ωB97M-V/def2-TZVPD.

```
18
Properties=species:S:1:pos:R:3:lowdin_charge:R:1
H -4.097 2.678 -0.407 0.1506
O -3.911 -0.361 0.033 0.1414
C -3.997 0.784 0.471 -0.0370
H -4.598 0.968 1.381 0.1819
H -2.698 2.414 0.622 0.1496
C -3.325 1.935 -0.147 0.0634
H -2.733 1.650 -1.021 0.1276
C -5.016 -3.350 1.193 -0.2004
O -5.175 -2.184 1.984 -0.0257
Al -4.507 -1.755 0.513 0.7914
O -5.582 -4.290 1.762 0.1424
C -6.047 -2.790 3.286 -0.0480
C -7.521 -2.471 3.163 -0.0348
H -5.556 -2.105 3.988 0.1298
H -5.868 -3.716 3.846 0.1507
H -7.678 -1.462 2.759 0.0909
H -7.988 -2.520 4.156 0.1233
H -8.034 -3.183 2.504 0.1029
```

As for the charge: +2. As for the electronic energy: -18048.7311 eV. The calculation puts the molar mass at 144.106 g mol⁻¹. As for the LUMO energy: -10.336 eV. Its multiplicity is 1. The value obtained for the HOMO-LUMO gap is 8.6 eV.

Table of relative energy (zero: lowest compared OMol25 entry of this formula, charge and spin) (eV), in record order: 5.017 2.597 0.966 2.601 3.488 0.567